Computed, not measured: a cluster of 9 separate species, C33H88F3N8O11S in total, with ωB97M-V/def2-TZVPD.

Last column: Mulliken charge in e.
Positions of all 144 atoms, in Å:
1 C -0.999 -2.249 0.153  0.016
2 F -0.927 -2.939 -1.032  -0.208
3 F -2.255 -2.161 0.537  -0.147
4 F -0.258 -2.868 1.143  0.136
5 S -0.426 -0.424 -0.215  1.478
6 O 0.947 -0.452 -0.698  -0.970
7 O -1.247 0.176 -1.316  -0.941
8 O -0.502 0.282 1.073  -0.413
9 C -0.678 -3.291 6.092  -1.810
10 C -0.514 -2.757 4.680  1.217
11 C -1.586 -1.702 4.240  0.173
12 O -2.802 -2.360 4.131  -0.396
13 C -3.953 -1.565 3.861  -0.518
14 N 0.839 -2.210 4.564  -0.713
15 H -0.179 -2.643 6.813  0.401
16 H -0.259 -4.284 6.256  0.345
17 H -1.741 -3.310 6.331  0.400
18 H -0.591 -3.644 4.051  -0.077
19 H -1.287 -1.249 3.295  -0.468
20 H -1.628 -1.015 5.085  0.369
21 H -4.757 -2.286 3.708  0.266
22 H -3.714 -0.919 3.017  0.051
23 H -4.150 -0.882 4.687  0.313
24 H 0.903 -1.894 3.607  -0.042
25 H 1.434 -3.015 4.695  0.416
26 C 1.408 1.674 3.653  -0.925
27 C 2.294 2.124 2.473  0.120
28 C 3.357 0.970 2.204  -0.306
29 O 4.337 1.425 1.190  -0.541
30 C 5.542 0.684 1.234  -0.985
31 N 1.496 2.295 1.310  -0.005
32 H 1.969 1.373 4.537  0.485
33 H 0.841 0.807 3.315  -0.191
34 H 0.671 2.456 3.836  0.166
35 H 2.741 3.042 2.855  0.374
36 H 2.821 0.056 1.947  -0.126
37 H 3.830 0.791 3.170  0.680
38 H 5.944 0.902 2.224  0.449
39 H 6.292 0.930 0.482  0.313
40 H 5.527 -0.401 1.335  0.291
41 H 2.208 2.496 0.621  0.344
42 H 1.184 1.373 1.042  -0.818
43 C 4.232 -5.201 3.243  -1.754
44 C 2.952 -4.446 3.198  1.062
45 C 2.001 -4.875 1.993  -0.780
46 O 2.564 -4.760 0.675  -0.511
47 C 2.711 -3.440 0.200  0.000
48 N 2.309 -4.628 4.470  -0.536
49 H 4.072 -6.221 3.591  0.373
50 H 4.908 -4.731 3.957  0.432
51 H 4.744 -5.208 2.280  0.405
52 H 3.162 -3.386 3.056  -0.171
53 H 0.982 -4.521 2.148  0.134
54 H 1.942 -5.963 2.014  0.404
55 H 2.706 -2.671 0.973  0.107
56 H 1.903 -3.338 -0.524  0.028
57 H 3.618 -3.513 -0.401  0.260
58 H 2.987 -4.660 5.217  0.233
59 H 1.796 -5.498 4.489  0.248
60 C -2.155 2.557 3.491  -1.389
61 C -2.930 2.587 2.138  1.918
62 C -3.910 3.727 1.933  -0.163
63 O -4.897 3.911 2.975  -0.400
64 C -5.764 5.015 2.751  -0.748
65 N -1.927 2.616 1.069  -0.017
66 H -1.416 3.357 3.472  0.354
67 H -1.607 1.623 3.616  -0.051
68 H -2.763 2.769 4.370  0.446
69 H -3.464 1.653 1.961  -0.375
70 H -4.445 3.500 1.011  -0.246
71 H -3.365 4.618 1.624  0.151
72 H -5.276 5.973 2.927  0.294
73 H -6.667 4.927 3.356  0.306
74 H -6.171 5.094 1.743  0.250
75 H -2.500 2.565 0.239  -0.278
76 H -1.437 1.733 1.032  0.101
77 C -5.800 2.213 -1.567  -1.633
78 C -4.670 1.197 -1.250  0.877
79 C -4.714 -0.032 -2.131  -0.549
80 O -5.833 -0.794 -1.842  -0.385
81 C -5.999 -2.104 -2.495  -0.688
82 N -3.429 1.958 -1.455  0.279
83 H -5.823 3.062 -0.884  0.241
84 H -6.767 1.714 -1.503  0.378
85 H -5.657 2.574 -2.585  0.479
86 H -4.727 0.813 -0.232  -0.035
87 H -3.944 -0.738 -1.818  -0.051
88 H -4.516 0.261 -3.162  0.343
89 H -6.742 -2.710 -1.975  0.277
90 H -5.088 -2.696 -2.408  0.223
91 H -6.346 -2.048 -3.527  0.291
92 H -3.582 2.504 -2.291  0.239
93 H -2.665 1.315 -1.607  -0.200
94 C 1.525 -0.922 -5.786  -1.342
95 C 0.360 -0.875 -4.745  0.313
96 C 0.415 -2.178 -3.840  0.510
97 O 0.288 -3.403 -4.670  -0.441
98 C -0.986 -3.844 -4.952  -0.681
99 N 0.232 0.311 -3.985  0.039
100 H 1.486 -0.087 -6.486  0.343
101 H 1.637 -1.851 -6.346  0.344
102 H 2.466 -0.830 -5.244  0.132
103 H -0.572 -0.964 -5.303  0.389
104 H -0.424 -2.019 -3.162  -0.160
105 H 1.263 -2.212 -3.156  -0.149
106 H -1.444 -4.264 -4.057  0.196
107 H -0.954 -4.500 -5.822  0.299
108 H -1.580 -2.999 -5.303  0.290
109 H -0.348 0.274 -3.159  -0.007
110 H 1.162 0.500 -3.638  -0.463
111 C 5.001 1.797 -2.707  -1.483
112 C 3.871 0.733 -2.525  1.049
113 C 4.319 -0.747 -2.356  0.152
114 O 5.029 -1.051 -3.598  -0.409
115 C 5.184 -2.488 -3.728  -0.717
116 N 3.109 1.196 -1.383  0.375
117 H 5.537 2.041 -1.789  0.257
118 H 4.677 2.724 -3.180  0.285
119 H 5.834 1.348 -3.248  0.443
120 H 3.164 0.689 -3.353  -0.496
121 H 3.478 -1.440 -2.313  -0.461
122 H 4.889 -0.998 -1.462  0.511
123 H 5.937 -2.850 -3.027  0.328
124 H 5.556 -2.675 -4.735  0.277
125 H 4.270 -3.070 -3.610  0.237
126 H 2.471 0.450 -1.143  -0.039
127 H 3.739 1.249 -0.596  0.511
128 C 1.071 3.484 -3.902  -1.239
129 C 0.604 4.022 -2.521  0.448
130 C -0.721 4.775 -2.486  -0.408
131 O -0.861 5.312 -1.178  -0.283
132 C -2.227 5.610 -0.877  -0.326
133 N 0.623 2.856 -1.621  0.325
134 H 1.888 2.764 -3.861  0.086
135 H 1.309 4.310 -4.572  0.508
136 H 0.232 3.005 -4.405  0.311
137 H 1.253 4.809 -2.140  0.394
138 H -1.486 4.028 -2.696  -0.090
139 H -0.771 5.494 -3.305  0.330
140 H -2.568 6.538 -1.337  0.381
141 H -2.225 5.669 0.212  0.147
142 H -2.909 4.779 -1.058  -0.004
143 H 1.501 2.357 -1.648  -0.050
144 H -0.029 2.153 -1.938  -0.334

The energy above the lowest of the compared OMol25 structures with the same formula, charge and spin is 0.0 kcal/mol. As for the total charge: -1. The calculation puts the frontier orbital gap at 7.52 eV.